# 1
Molecular formula: C2H7OS
Method: DFT, the ωB97M-V functional and the def2-TZVPD basis

Geometry (Å):
S1 -0.078 -2.697 -1.376
H1 -1.102 -2.261 -0.561
C1 0.924 0.621 0.368
O1 1.283 -0.014 -0.825
C2 -0.680 0.660 0.441
H2 1.228 1.761 0.428
H3 1.267 0.087 1.249
H4 0.459 -0.439 -1.177
H5 -0.933 1.715 0.124
H6 -0.965 0.469 1.487
H7 -1.402 0.099 -0.158

Calculated values
Multiplicity   1
Net charge   -1
F_max   2.81 eV Å⁻¹
Energy above the lowest of the compared OMol25 structures with the same formula, charge and spin   27.2 kcal per mole
HOMO-LUMO gap   6.7090 eV
Lowest unoccupied orbital energy   4.06 eV

Atom charges from the Löwdin analysis, given in e for atoms 1 to 6:
1. S -0.212
2. H -0.427
3. C -0.334
4. O -0.195
5. C -0.120
6. H 0.116

***

# 2
Molecular formula: C2H7OS2
Method: DFT, the ωB97M-V functional and the def2-TZVPD basis

Geometry (Å):
C1 -0.299 -1.371 2.140
O1 -0.897 -2.116 2.920
H1 0.659 -1.755 1.629
H2 4.796 -1.726 -2.925
H3 -0.583 -0.255 1.905
C2 -1.859 1.837 -0.142
S1 -1.581 0.190 -0.991
S2 0.257 0.433 -1.732
H4 -1.092 2.451 0.038
H5 -2.650 2.510 -0.421
H6 -2.160 1.507 0.922
H7 5.409 -1.705 -3.343

Calculated values
Multiplicity   1
Net charge   -1
F_max   5.43 eV Å⁻¹
Energy above the lowest of the compared OMol25 structures with the same formula, charge and spin   57.4 kcal per mole
HOMO-LUMO gap   5.8837 eV
Lowest unoccupied orbital energy   3.74 eV

Atom charges from the Löwdin analysis, given in e for atoms 1 to 6:
1. C -0.152
2. O -0.083
3. H 0.091
4. H 0.005
5. H 0.079
6. C -0.523

***

# 3
Molecular formula: C2H7PS2
Method: DFT, the ωB97M-V functional and the def2-TZVPD basis

Geometry (Å):
C1 -0.088 -1.899 0.732
C2 0.820 -1.536 1.618
H1 -0.416 -1.224 0.026
H2 -0.843 -2.784 0.805
H3 0.842 -2.144 2.527
H4 1.402 -0.644 1.510
S1 -0.009 3.216 -2.000
P1 0.284 1.922 -0.326
S2 2.376 1.741 -0.270
H5 0.937 4.189 -1.654
H6 0.393 3.028 0.571
H7 2.348 1.258 -1.472

Calculated values
Multiplicity   1
F_max   2.97 eV Å⁻¹
Energy above the lowest of the compared OMol25 structures with the same formula, charge and spin   36.7 kcal per mole
HOMO-LUMO gap   9.6837 eV
Lowest unoccupied orbital energy   0.55 eV

Atom charges from the Löwdin analysis, given in e for atoms 1 to 6:
1. C -0.097
2. C -0.083
3. H -0.023
4. H 0.088
5. H 0.051
6. H 0.002

***

# 4
Molecular formula: C2H7S
Method: DFT, the ωB97M-V functional and the def2-TZVPD basis

Geometry (Å):
S1 2.157 -2.025 -1.039
H1 1.519 -1.898 -2.247
C1 -0.134 0.721 1.202
C2 -0.802 0.284 -0.309
H2 0.859 0.914 1.091
H3 -0.288 -0.069 1.918
H4 -0.648 1.598 1.450
H5 -0.251 -0.579 -0.763
H6 -1.863 0.000 -0.212
H7 -0.548 1.054 -1.091

Calculated values
Multiplicity   1
Net charge   -1
F_max   5.20 eV Å⁻¹
Energy above the lowest of the compared OMol25 structures with the same formula, charge and spin   15.1 kcal per mole
HOMO-LUMO gap   6.6812 eV
Lowest unoccupied orbital energy   4.26 eV

Atom charges from the Löwdin analysis, given in e for atoms 1 to 6:
1. S -0.387
2. H -0.469
3. C -0.107
4. C -0.143
5. H 0.001
6. H 0.041

***

# 5
Molecular formula: C2H7S
Method: DFT, the ωB97M-V functional and the def2-TZVPD basis

Geometry (Å):
S1 1.834 -0.053 -0.184
H1 2.802 -0.443 0.662
C1 -1.695 -0.632 0.409
C2 -1.759 0.748 -0.140
H2 -2.577 -0.898 0.999
H3 -1.561 -1.430 -0.320
H4 -0.821 -0.690 1.057
H5 -2.480 0.919 -0.953
H6 -0.836 1.049 -0.633
H7 -2.016 1.432 0.668

Calculated values
Multiplicity   1
Net charge   -1
F_max   1.53 eV Å⁻¹
Energy above the lowest of the compared OMol25 structures with the same formula, charge and spin   2.4 kcal per mole
HOMO-LUMO gap   6.7757 eV
Lowest unoccupied orbital energy   4.35 eV

Atom charges from the Löwdin analysis, given in e for atoms 1 to 6:
1. S -0.298
2. H -0.501
3. C -0.232
4. C -0.220
5. H 0.049
6. H 0.057

***

# 6
Molecular formula: C2H7S2
Method: DFT, the ωB97M-V functional and the def2-TZVPD basis

Geometry (Å):
S1 -0.871 -3.114 -1.026
H1 0.028 -3.991 -0.548
C1 0.333 1.641 -0.937
S2 0.572 1.623 0.843
C2 -0.130 0.027 1.288
H2 0.664 0.716 -1.411
H3 -0.703 1.677 -1.240
H4 0.917 2.474 -1.329
H5 -0.714 0.186 2.196
H6 0.673 -0.670 1.528
H7 -0.768 -0.568 0.636

Calculated values
Multiplicity   1
Net charge   -1
F_max   1.31 eV Å⁻¹
Energy above the lowest of the compared OMol25 structures with the same formula, charge and spin   12.0 kcal per mole
HOMO-LUMO gap   5.7644 eV
Lowest unoccupied orbital energy   3.15 eV

Atom charges from the Löwdin analysis, given in e for atoms 1 to 6:
1. S -0.364
2. H -0.506
3. C -0.462
4. S 0.694
5. C -0.460
6. H 0.036

***

# 7
Molecular formula: C2H7S3
Method: DFT, the ωB97M-V functional and the def2-TZVPD basis

Geometry (Å):
S1 -0.077 1.957 -2.119
H1 0.350 1.591 -3.322
C1 -1.140 -1.240 0.919
C2 0.064 -0.230 0.941
S2 1.464 -0.785 -0.059
S3 2.499 1.034 -0.156
H2 -0.871 -2.231 1.276
H3 -1.492 -1.308 -0.119
H4 -1.989 -0.865 1.492
H5 0.348 -0.108 2.001
H6 -0.349 0.705 0.549
H7 1.193 1.479 -1.401

Calculated values
Multiplicity   1
Net charge   -1
F_max   1.87 eV Å⁻¹
Energy above the lowest of the compared OMol25 structures with the same formula, charge and spin   3.4 kcal per mole
HOMO-LUMO gap   6.6530 eV
Lowest unoccupied orbital energy   3.68 eV

Atom charges from the Löwdin analysis, given in e for atoms 1 to 6:
1. S 0.211
2. H -0.301
3. C -0.193
4. C -0.695
5. S 0.218
6. S -0.126

***

# 8
Molecular formula: C2H7S3
Method: DFT, the ωB97M-V functional and the def2-TZVPD basis

Geometry (Å):
C1 -0.001 -1.109 -2.116
S1 -1.522 -0.551 -1.319
H1 0.933 -0.923 -1.597
H2 0.098 -0.643 -3.097
H3 -0.068 -2.171 -2.355
C2 0.387 1.668 1.674
S2 -0.401 0.189 2.432
S3 0.286 -1.668 1.796
H4 1.440 1.438 1.516
H5 -0.123 1.845 0.727
H6 0.267 2.532 2.323
H7 -1.296 -0.607 0.017

Calculated values
Multiplicity   1
Net charge   -1
F_max   1.27 eV Å⁻¹
Energy above the lowest of the compared OMol25 structures with the same formula, charge and spin   13.1 kcal per mole
HOMO-LUMO gap   5.8098 eV
Lowest unoccupied orbital energy   3.48 eV

Atom charges from the Löwdin analysis, given in e for atoms 1 to 6:
1. C -0.527
2. S 0.550
3. H 0.017
4. H 0.007
5. H 0.010
6. C -0.518

***

# 9
Molecular formula: C2H8
Method: DFT, the ωB97M-V functional and the def2-TZVPD basis

Geometry (Å):
C1 0.091 -0.868 4.061
H1 -0.088 -0.306 3.130
H2 -0.700 -1.567 4.241
H3 0.395 -0.258 4.918
H4 0.889 -1.624 3.838
C2 -0.073 0.880 -4.055
H5 -0.414 1.913 -4.117
H6 -1.002 0.327 -3.978
H7 0.500 0.710 -3.153
H8 0.456 0.779 -5.002

Calculated values
Multiplicity   1
F_max   2.03 eV Å⁻¹
Energy above the lowest of the compared OMol25 structures with the same formula, charge and spin   5.9 kcal per mole
HOMO-LUMO gap   13.9146 eV
Lowest unoccupied orbital energy   1.21 eV

Atom charges from the Löwdin analysis, given in e for atoms 1 to 6:
1. C -0.060
2. H 0.020
3. H -0.003
4. H 0.018
5. H 0.026
6. C -0.052

***

# 10
Molecular formula: C2H81Cl3HfO39
Method: DFT, the ωB97M-V functional and the def2-TZVPD basis

Geometry (Å):
Hf1 1.738 2.407 0.623
Cl1 2.456 4.609 -0.574
Cl2 2.820 0.529 1.904
Cl3 -0.257 -1.290 2.030
C1 -1.030 0.113 -1.176
C2 -0.783 1.625 -1.173
O1 0.532 1.856 -0.716
H1 -0.546 -0.448 -1.936
H2 -2.103 -0.097 -1.090
H3 -0.550 -0.146 -0.228
H4 -1.504 2.177 -0.511
H5 -0.858 1.978 -2.294
O2 -0.719 -2.087 -4.900
H6 -0.737 -2.640 -4.090
H7 -0.774 -2.780 -5.573
O3 5.174 -0.811 -0.736
H8 4.744 -1.412 -0.047
H9 5.398 -1.475 -1.401
O4 -0.185 4.628 -4.610
H10 0.379 5.381 -4.885
H11 -0.664 4.338 -5.393
O5 0.755 -4.988 2.397
H12 1.314 -5.283 1.688
H13 0.210 -4.262 2.124
O6 -0.286 0.468 4.996
H14 -0.210 0.036 4.146
H15 -1.184 0.391 5.213
O7 -5.997 2.873 -1.688
H16 -5.909 1.905 -1.958
H17 -6.541 3.194 -2.452
O8 2.330 -4.765 0.064
H18 1.840 -3.910 -0.091
H19 2.555 -5.129 -0.847
O9 -2.885 -0.462 -4.695
H20 -2.404 0.212 -5.229
H21 -2.337 -1.235 -4.906
O10 -0.590 -3.932 -2.708
H22 0.333 -4.214 -2.681
H23 -0.779 -3.721 -1.752
O11 -2.998 0.273 5.609
H24 -3.239 -0.668 5.735
H25 -3.249 0.510 6.466
O12 1.630 6.815 1.955
H26 1.519 7.480 1.239
H27 1.255 7.146 2.818
O13 4.563 0.194 -4.108
H28 3.687 0.104 -4.451
H29 4.590 -0.202 -3.220
O14 3.006 3.509 2.333
H30 3.091 3.071 3.179
H31 3.345 4.401 2.321
O15 -1.449 1.969 -6.181
H32 -2.138 2.415 -5.735
H33 -1.354 2.323 -7.057
O16 0.068 1.680 1.931
H34 -0.149 0.689 1.743
H35 -0.797 2.180 1.879
O17 -3.529 -0.149 2.111
H36 -3.767 -0.267 1.188
H37 -2.581 -0.387 2.216
O18 -3.160 2.703 -3.967
H38 -3.641 3.517 -3.714
H39 -3.539 1.960 -3.463
O19 -1.243 -3.443 0.128
H40 -1.902 -3.921 0.664
H41 -0.873 -2.706 0.612
O20 -2.382 2.727 1.931
H42 -3.050 1.957 2.055
H43 -2.547 3.318 1.179
O21 1.637 -1.994 -0.276
H44 2.341 -1.823 0.373
H45 0.927 -1.425 0.009
O22 -0.919 -5.775 4.223
H46 -0.035 -5.586 3.796
H47 -1.038 -5.323 5.049
O23 1.753 2.311 -3.532
H48 1.610 2.418 -2.560
H49 1.227 3.061 -3.847
O24 -2.220 -2.902 4.790
H50 -2.579 -3.524 4.169
H51 -1.710 -2.294 4.176
O25 -2.765 -4.600 2.635
H52 -3.546 -5.173 2.538
H53 -2.140 -5.018 3.332
O26 0.030 4.367 3.949
H54 0.864 3.955 4.195
H55 -0.591 3.627 4.100
O27 -3.681 -1.612 -0.658
H56 -4.122 -2.478 -0.820
H57 -2.768 -1.910 -0.374
O28 0.282 4.176 1.208
H58 0.198 4.254 2.258
H59 0.588 5.071 0.965
O29 -3.230 4.028 -0.617
H60 -4.008 3.479 -0.874
H61 -2.559 3.945 -1.295
O30 4.759 2.391 -2.713
H62 4.894 1.575 -3.289
H63 4.197 3.067 -3.189
O31 2.650 -2.637 3.330
H64 2.135 -3.382 3.131
H65 2.001 -1.922 3.342
O32 3.461 1.741 -0.525
H66 3.921 2.215 -1.295
H67 3.724 0.822 -0.652
O33 -0.974 -1.118 7.617
H68 -1.179 -2.029 7.385
H69 -0.467 -0.817 6.845
O34 -4.619 0.450 -2.605
H70 -4.535 -0.199 -1.898
H71 -4.119 0.122 -3.356
O35 1.685 2.320 5.273
H72 0.863 1.964 4.882
H73 2.122 1.537 5.623
O36 2.049 -0.200 -4.491
H74 1.573 -0.281 -5.316
H75 1.818 0.731 -4.226
O37 2.433 -5.577 -2.528
H76 2.391 -4.724 -2.929
H77 3.316 -5.900 -2.818
O38 4.203 -2.634 1.125
H78 3.873 -2.706 2.079
H79 4.160 -3.496 0.726
O39 2.947 -2.799 -2.946
H80 2.582 -2.195 -3.611
H81 2.679 -2.403 -2.130

Calculated values
Multiplicity   1
F_max   2.87 eV Å⁻¹
HOMO-LUMO gap   9.9119 eV
Lowest unoccupied orbital energy   -0.14 eV

Atom charges from the Löwdin analysis, given in e for atoms 1 to 6:
1. Hf 1.305
2. Cl 0.024
3. Cl 0.144
4. Cl 0.246
5. C -0.053
6. C -0.278

***

# 11
Molecular formula: C2H8BLuO7P2
Method: DFT, the ωB97M-V functional and the def2-TZVPD basis

Geometry (Å):
O1 2.146 1.822 1.450
P1 1.940 0.716 0.400
O2 2.055 1.388 -0.989
O3 3.083 -0.330 0.601
C1 0.371 -0.125 0.546
O4 0.564 -1.178 -0.355
B1 -0.506 -1.107 -1.449
O5 -0.993 0.316 -1.269
C2 -0.817 0.694 0.001
P2 -2.436 0.127 0.920
O6 -3.683 0.571 0.101
O7 -2.445 -1.430 0.970
H1 1.629 0.924 -1.731
H2 2.814 -1.266 0.533
H3 0.204 -0.490 1.565
H4 -0.080 -1.258 -2.559
H5 -1.422 -1.889 -1.167
H6 -0.750 1.771 0.137
H7 -3.625 0.631 -0.869
H8 -1.709 -1.947 0.568
Lu1 3.660 2.059 2.593

Calculated values
Multiplicity   1
Net charge   +2
F_max   2.86 eV Å⁻¹
HOMO-LUMO gap   2.2489 eV
Lowest unoccupied orbital energy   -11.51 eV

Atom charges from the Löwdin analysis, given in e for atoms 1 to 6:
1. O -0.640
2. P 0.497
3. O -0.013
4. O -0.112
5. C -0.369
6. O -0.092

***

# 12
Molecular formula: C2H8BNO3
Method: DFT, the ωB97M-V functional and the def2-TZVPD basis

Geometry (Å):
B1 -0.853 -0.759 0.710
C1 1.983 -0.037 -1.120
C2 -2.058 1.147 0.135
N1 2.070 0.125 0.351
O1 -0.564 -2.000 0.942
O2 -1.995 -0.186 0.375
O3 0.916 0.665 0.849
H1 1.806 0.910 -1.497
H2 2.886 -0.471 -1.455
H3 0.997 -0.674 -1.311
H4 -1.753 1.503 -0.862
H5 -1.312 1.474 0.762
H6 -3.119 1.527 0.317
H7 2.304 -0.702 0.786
H8 -1.308 -2.521 1.018

Calculated values
Multiplicity   1
F_max   4.35 eV Å⁻¹
Energy above the lowest of the compared OMol25 structures with the same formula, charge and spin   126.7 kcal per mole
HOMO-LUMO gap (spin up / spin down)   7.6840 / 7.6862 eV
Lowest unoccupied orbital energy (spin up / spin down)   0.13 / 0.13 eV

Atom charges from the Löwdin analysis, given in e for atoms 1 to 6:
1. B -0.405
2. C -0.083
3. C -0.096
4. N -0.219
5. O 0.278
6. O 0.084